Entry 1:
ORCA calculation (ωB97M-V/def2-TZVPD) on C10H23N5O10Zn2 as an isolated structure.

Structure (XYZ):
```
50
Properties=species:S:1:pos:R:3:forces:R:3:lowdin_charge:R:1
Zn -9.57995 9.23005 -13.18089 0.45 -0.49 0.17 0.974
Zn -9.37287 5.29602 -9.32894 0.10 0.18 -0.20 0.461
C -11.70906 7.23918 -15.21047 4.18 0.30 -0.23 -1.027
O -11.13098 8.24428 -15.54071 -0.36 4.45 -2.30 0.108
O -11.86835 6.21512 -15.79708 -2.93 -3.72 -2.97 0.251
O -11.43376 6.98602 -14.03438 -0.45 -0.48 5.62 0.199
C -9.79644 8.82823 -9.60114 -5.81 -3.61 -1.23 -0.956
O -10.43715 8.02583 -8.80483 1.27 1.35 2.04 -0.045
O -10.31758 9.65401 -10.29879 -0.73 5.42 0.01 0.020
O -9.08301 8.05448 -10.25641 4.91 -2.97 -1.25 0.004
C -15.45135 10.38237 -10.10239 -3.87 0.88 0.79 -0.805
O -16.62606 10.65567 -10.25470 -0.96 0.09 -0.27 0.033
N -14.49320 10.83771 -10.80841 5.17 1.97 -3.93 0.170
N -15.00238 9.68876 -9.08147 0.71 -2.34 2.99 0.152
H -13.55271 10.59255 -10.53369 -0.10 0.25 -0.27 0.103
H -14.52917 11.47687 -11.58961 -0.74 -0.40 0.22 0.126
H -14.01027 9.50436 -9.03846 -0.36 -0.02 0.58 0.098
H -15.54966 9.78529 -8.23812 0.25 -0.47 -0.12 0.120
C -12.29274 8.61853 -3.77201 -1.81 1.05 0.73 -0.791
O -12.94835 8.65159 -2.76036 0.02 -0.21 1.21 0.062
N -11.60695 7.67255 -4.31614 3.06 -6.91 0.03 0.141
N -12.15212 9.57646 -4.64565 -0.98 5.57 -2.88 0.138
H -11.34354 6.87044 -3.76176 -0.31 -0.03 -0.20 0.121
H -11.44181 7.59035 -5.30915 0.07 0.05 0.55 0.111
H -12.76113 10.38219 -4.64322 -0.02 -0.18 0.20 0.116
H -11.81688 9.31053 -5.56052 -0.01 0.66 0.29 0.098
C -9.05842 12.70537 -13.75086 0.05 -0.65 -0.81 -0.090
O -8.39129 11.46433 -14.08809 0.05 0.52 -0.64 -0.341
C -7.18143 11.66237 -14.93730 -0.94 0.13 3.06 -0.156
C -6.17975 10.72007 -14.33413 0.38 -1.29 -0.11 -0.203
N -6.52859 9.23721 -14.28928 0.65 1.86 0.74 -0.036
C -5.48014 8.48855 -13.53304 -0.25 -0.88 -1.17 -0.188
C -4.26811 8.31538 -14.43373 0.99 0.39 -1.42 -0.189
O -4.69203 8.07241 -15.81092 -1.21 -0.58 0.76 -0.227
C -3.71797 7.93579 -16.81650 0.75 0.30 0.33 -0.103
H -9.93819 12.44999 -13.16019 -0.08 0.00 -0.28 0.079
H -9.29917 13.18110 -14.70156 -0.48 0.23 0.17 0.091
H -8.48167 13.41805 -13.16134 0.55 -0.29 0.08 0.088
H -6.79960 12.60207 -14.53823 0.07 0.50 -0.76 0.114
H -7.29626 11.72029 -16.01969 -0.55 -0.45 0.13 0.132
H -5.98485 11.07040 -13.32054 -0.07 -0.16 0.05 0.123
H -5.28028 10.90524 -14.92131 0.51 -0.24 0.04 0.116
H -6.26981 8.98396 -15.23215 -0.75 -0.62 -0.50 0.074
H -5.82619 7.47401 -13.33545 -0.51 0.07 0.05 0.113
H -5.16459 8.87946 -12.56571 -0.25 0.50 -0.15 0.123
H -3.61101 7.51514 -14.09324 -0.02 -0.15 0.04 0.124
H -3.68486 9.23597 -14.45468 0.26 0.17 0.07 0.111
H -3.27286 8.91988 -16.96321 0.74 -0.10 0.05 0.088
H -4.05696 7.64341 -17.81034 -1.14 0.04 0.34 0.087
H -3.01838 7.13442 -16.57882 0.49 0.30 0.32 0.088
```
Positions in Å, forces in eV/Å.

Properties
- E_LUMO (eV) = -4.59
- orbital gap (eV) = 3.40
- electronic energy (eV) = -135489.5386
- HOMO energy (hartree) = -0.293



Entry 2:
ORCA calculation (ωB97M-V/def2-TZVPD) on C37H49CuN3O2SSbSi as an isolated structure.

Structure (XYZ):
```
95
Properties=species:S:1:pos:R:3:forces:R:3:lowdin_charge:R:1
Cu -0.75319 0.26495 0.41968 -0.03 -0.06 -0.25 0.187
C -3.00643 -0.86386 2.37565 -0.02 -0.23 -0.03 -0.018
C -1.66741 -1.44563 2.69874 -0.16 0.30 -0.13 -0.285
C -1.59163 -2.56580 3.51782 0.14 -0.14 0.21 -0.029
C -0.36034 -3.03268 3.92480 -0.15 0.01 0.02 -0.072
C 0.76206 -2.31034 3.56538 0.18 0.10 -0.05 -0.170
C 0.63433 -1.20831 2.72241 -0.10 0.13 0.07 -0.422
N -0.56259 -0.82304 2.24400 0.65 -0.65 0.03 0.037
Sb 2.57170 -0.16336 2.65872 0.11 -0.05 0.19 1.526
C 1.94017 1.69478 3.54761 0.15 -0.25 0.10 -0.455
C 2.16461 1.95540 4.89391 0.05 -0.04 -0.03 -0.131
C 1.76668 3.18954 5.38936 0.00 0.00 0.01 -0.084
C 1.16900 4.09703 4.53411 0.03 -0.02 0.05 -0.034
C 0.97476 3.74726 3.19681 0.05 0.04 0.15 -0.321
C 0.31737 4.67878 2.22197 -0.03 -0.11 0.01 -0.025
N 1.37221 2.56583 2.73566 -0.30 0.20 -0.42 0.091
C 3.29149 0.64341 0.76615 -0.05 -0.01 0.29 -0.460
C 4.54963 0.15554 0.41525 -0.03 -0.07 0.07 -0.164
C 5.22381 0.75919 -0.63121 0.04 -0.06 -0.05 -0.079
C 4.63713 1.83589 -1.26803 -0.02 0.10 0.05 -0.044
C 3.38107 2.27472 -0.84905 0.26 -0.20 0.04 -0.336
C 2.72287 3.45435 -1.49444 -0.17 -0.08 0.06 -0.021
N 2.72811 1.66678 0.14698 -0.23 0.27 -0.21 0.101
H -3.79900 -1.59442 2.53513 0.03 -0.09 -0.01 0.089
H -3.04547 -0.50176 1.35332 -0.11 -0.04 0.02 0.056
H -3.17843 0.00162 3.02125 -0.02 -0.09 0.01 0.083
H -2.50029 -3.05248 3.84589 -0.04 0.02 -0.10 0.111
H -0.28165 -3.93086 4.52487 0.04 0.03 0.05 0.106
H 1.74233 -2.60539 3.91749 0.01 -0.01 -0.02 0.066
H 2.65285 1.22179 5.52404 -0.04 0.01 0.02 0.081
H 1.92376 3.43906 6.43231 0.00 0.01 -0.01 0.099
H 0.85937 5.06999 4.89587 -0.06 -0.01 -0.03 0.108
H 0.90422 5.59290 2.09836 -0.03 -0.01 0.00 0.075
H -0.67670 4.95211 2.58043 0.00 0.02 -0.05 0.084
H 0.21786 4.16966 1.26486 -0.04 0.02 -0.01 0.072
H 4.98723 -0.66784 0.96676 0.00 -0.03 -0.05 0.077
H 6.19604 0.39901 -0.94629 0.01 0.00 0.03 0.103
H 5.15322 2.34782 -2.07057 -0.05 0.00 -0.03 0.106
H 3.39341 3.94380 -2.20141 -0.05 0.00 0.02 0.072
H 2.40732 4.16313 -0.72931 0.00 0.03 0.00 0.078
H 1.82099 3.12926 -2.01450 -0.03 0.05 -0.03 0.067
O -3.37528 2.19382 2.96733 -0.05 -0.01 -0.08 -0.019
C -2.81999 2.00572 1.87346 0.30 0.43 0.17 -0.648
O -1.67405 1.46483 1.75568 -0.14 0.33 0.16 -0.160
C -3.53978 2.47311 0.62701 -0.01 0.01 -0.14 -0.141
C -4.79856 3.04715 0.80836 -0.10 0.00 0.02 -0.043
C -5.52969 3.56067 -0.24549 -0.01 -0.01 -0.02 -0.112
C -4.99303 3.49836 -1.52746 -0.04 0.03 -0.03 -0.117
C -3.75374 2.92813 -1.73100 0.03 -0.02 0.02 -0.144
C -2.99792 2.40467 -0.66748 -0.09 0.00 0.32 -0.554
S -1.43905 1.74401 -1.11594 0.27 0.13 -0.54 0.706
H -5.18418 3.07870 1.81907 0.06 0.00 0.01 0.107
H -6.50305 4.00545 -0.07732 0.00 -0.01 0.01 0.086
H -5.55023 3.89065 -2.37115 0.02 0.00 -0.01 0.091
H -3.33068 2.87225 -2.72685 -0.02 -0.01 -0.01 0.087
C -2.72213 -2.27116 -0.89886 0.13 0.03 0.06 -0.122
C -1.75898 -2.16669 -2.08564 0.25 0.12 0.07 -0.615
C -2.39953 -1.15668 -3.04746 0.05 0.03 -0.03 -0.124
C -1.71821 -3.52848 -2.78993 0.04 0.05 0.09 -0.110
Si -0.00423 -1.49217 -1.39887 -0.07 0.02 -0.06 0.887
C 1.03489 -0.83853 -2.97649 -0.16 0.06 0.19 -0.605
C 0.88542 -1.71504 -4.22677 -0.05 -0.04 0.11 -0.104
C 2.52901 -0.71580 -2.65505 -0.11 -0.08 0.04 -0.114
C 0.57260 0.57691 -3.34047 -0.02 -0.12 0.03 -0.158
C 1.00770 -3.07891 -0.73677 -0.14 0.12 -0.01 -0.606
C 1.48444 -4.04055 -1.83364 -0.05 0.09 -0.05 -0.107
C 0.13257 -3.87474 0.23804 -0.03 0.08 -0.05 -0.107
C 2.25147 -2.63009 0.04381 -0.03 0.02 -0.22 -0.125
H -3.69205 -2.66306 -1.22988 -0.02 -0.02 -0.01 0.085
H -2.89021 -1.27708 -0.48404 -0.07 0.00 0.02 0.047
H -2.34596 -2.91722 -0.10201 -0.07 0.05 0.02 0.061
H -3.44418 -1.43900 -3.23370 0.00 -0.06 -0.01 0.082
H -1.89375 -1.12310 -4.01351 -0.06 0.02 0.01 0.058
H -2.39698 -0.15163 -2.62376 -0.03 0.01 -0.02 0.018
H -2.72218 -3.78256 -3.15464 -0.02 0.03 -0.02 0.079
H -1.41251 -4.32485 -2.10931 -0.03 -0.02 -0.11 0.055
H -1.04157 -3.52607 -3.64595 -0.06 -0.06 0.01 0.059
H 1.18765 -2.74668 -4.04486 -0.02 0.04 -0.10 0.053
H 1.51208 -1.32003 -5.03736 0.03 0.04 0.01 0.081
H -0.14347 -1.71995 -4.58553 0.08 -0.04 -0.06 0.053
H 3.02500 -1.68678 -2.60796 0.04 0.05 0.05 0.065
H 3.02870 -0.13049 -3.43751 -0.01 -0.01 -0.04 0.084
H 2.68094 -0.19402 -1.70932 0.07 -0.02 -0.05 0.042
H -0.49092 0.62164 -3.56496 0.03 0.08 0.00 0.039
H 1.12544 0.93236 -4.22083 0.05 -0.01 -0.01 0.082
H 0.76267 1.26443 -2.51534 -0.03 0.02 -0.04 0.009
H 0.67350 -4.34888 -2.49370 0.13 -0.05 0.02 0.052
H 1.91104 -4.94478 -1.37895 0.00 0.00 0.05 0.079
H 2.26730 -3.58667 -2.44207 -0.01 -0.07 -0.02 0.057
H -0.74778 -4.29240 -0.25144 0.06 -0.05 0.08 0.054
H -0.20748 -3.24042 1.05725 -0.07 -0.03 0.05 0.046
H 0.70195 -4.70822 0.67097 0.04 0.01 0.01 0.085
H 2.88619 -3.49654 0.27173 -0.02 -0.04 0.07 0.089
H 1.96381 -2.16946 0.98529 -0.01 -0.07 -0.03 -0.006
H 2.85451 -1.91195 -0.50952 0.01 -0.11 0.08 0.037
```
Positions in Å, forces in eV/Å.

Properties
- E_LUMO (alpha / beta) (eV) = 2.54 / 2.45
- orbital gap (alpha / beta) (eV) = 6.12 / 6.59
- expectation value of S² = 0.76
- charge = -1
- electronic energy (eV) = -117621.3254
- HOMO energy (alpha / beta) (hartree) = -0.132 / -0.152
- multiplicity = 2



Entry 3:
ORCA calculation (ωB97M-V/def2-TZVPD) on the molecule C5H8N2.

Structure (XYZ):
```
15
Properties=species:S:1:pos:R:3:forces:R:3:lowdin_charge:R:1
C -2.37439 -0.14784 -0.00839 -0.51 -0.33 0.00 -0.068
C -0.70781 0.45391 -0.02700 0.00 0.17 -0.10 -0.243
C -1.55296 1.28893 -0.57562 0.32 -0.10 0.27 0.019
N 1.89242 1.25072 -0.34635 0.08 -0.27 0.08 0.111
C 1.65194 0.05435 0.04006 -0.09 0.06 -0.01 -0.528
N 2.59736 -0.93667 0.29416 0.11 -0.07 -0.17 0.095
C 0.27816 -0.37287 0.32419 -0.10 0.18 -0.05 -0.058
H -2.45045 -0.90670 -0.78397 0.02 0.20 0.06 0.091
H -2.22908 -0.60599 0.97797 0.04 0.10 -0.07 0.093
H -3.30583 0.41464 0.07202 0.10 -0.04 -0.02 0.093
H -1.88607 2.17845 -0.04413 -0.04 -0.15 -0.08 0.084
H 2.88464 1.37716 -0.53761 -0.01 0.04 -0.01 0.036
H 2.27782 -1.88123 0.12655 0.08 0.12 0.06 0.083
H 3.50881 -0.75843 -0.10315 -0.06 -0.04 0.06 0.087
H 0.06971 -1.30422 0.83510 0.03 0.13 -0.01 0.105
```
Positions in Å, forces in eV/Å.

Properties
- E_LUMO (eV) = 0.90
- orbital gap (eV) = 8.72
- relative energy (zero: lowest compared OMol25 entry of this formula, charge and spin) (kcal per mole) = 102.79
- electronic energy (eV) = -8290.5391
- HOMO energy (hartree) = -0.287



Q: Number 3 is which compound?
A: C5H8N2



Q: The lowest electronic energy belongs to which entry?
A: C10H23N5O10Zn2